1.
The following is a quantum chemistry calculation of a 9-piece molecular cluster, C28H47N3O27P overall at a distorted geometry, from the Open Molecules 2025 dataset.

Element x y z (Å)
N  2.130  -0.786  -0.295
C  2.199  0.646  -0.452
N  2.051  0.946  -1.864
N  3.568  1.118  -0.098
C  1.160  1.382  0.437
C  -0.245  0.833  0.768
O  -0.330  -0.458  1.294
P  -1.262  -1.581  0.234
O  -2.071  -0.124  -0.480
C  -1.438  1.033  -0.221
O  -1.094  1.767  -1.431
H  2.503  -1.217  -1.131
H  2.651  -1.122  0.504
H  1.158  1.360  -2.084
H  2.811  1.503  -2.222
H  3.605  2.129  -0.219
H  3.715  0.960  0.895
H  1.648  1.562  1.399
H  0.986  2.371  0.000
H  -0.552  1.509  1.574
H  -0.501  -2.720  0.713
H  -2.263  -1.691  1.271
H  -2.067  -2.440  -0.609
H  -0.305  -1.429  -0.805
H  -2.157  1.693  0.303
H  -1.785  2.425  -1.536
C  -2.016  -5.889  -2.079
C  -0.912  -6.893  -2.372
O  0.230  -6.048  -2.512
C  -0.011  -4.878  -1.825
O  0.810  -4.050  -1.624
O  -1.301  -4.834  -1.449
H  -2.784  -6.249  -1.400
H  -2.481  -5.508  -2.992
H  -0.748  -7.576  -1.536
H  -1.059  -7.463  -3.286
C  -2.626  3.497  4.953
C  -1.688  2.611  5.760
O  -0.709  2.252  4.783
C  -0.698  3.188  3.812
O  0.125  3.274  2.961
O  -1.750  4.033  3.957
H  -3.067  4.312  5.521
H  -3.410  2.924  4.455
H  -1.192  3.152  6.567
H  -2.154  1.710  6.149
C  2.023  -2.424  4.325
C  1.655  -2.301  2.858
O  2.943  -2.494  2.234
C  3.735  -3.187  3.065
O  4.796  -3.653  2.785
O  3.170  -3.286  4.295
H  1.248  -2.878  4.937
H  2.321  -1.469  4.761
H  0.972  -3.078  2.517
H  1.220  -1.336  2.599
C  0.045  5.156  -2.821
C  0.627  3.851  -3.332
O  2.032  4.059  -3.120
C  2.193  4.970  -2.142
O  3.229  5.235  -1.617
O  1.012  5.559  -1.842
H  -0.928  5.050  -2.350
H  -0.006  5.924  -3.595
H  0.287  2.989  -2.765
H  0.443  3.669  -4.383
C  -6.134  -3.700  2.657
C  -5.067  -2.736  2.158
O  -4.057  -3.631  1.704
C  -4.605  -4.816  1.411
O  -4.075  -5.720  0.847
O  -5.899  -4.857  1.850
H  -7.153  -3.354  2.509
H  -5.986  -3.972  3.705
H  -5.399  -2.132  1.313
H  -4.651  -2.087  2.923
C  -0.575  0.992  -5.454
C  -0.913  0.656  -6.894
O  -2.092  1.453  -7.125
C  -2.096  2.484  -6.244
O  -2.841  3.412  -6.286
O  -1.137  2.303  -5.321
H  0.488  1.022  -5.243
H  -1.075  0.344  -4.734
H  -0.138  0.987  -7.587
H  -1.134  -0.393  -7.064
C  1.226  -3.529  -5.072
C  2.318  -3.483  -4.012
O  2.960  -2.239  -4.311
C  2.084  -1.437  -4.936
O  2.232  -0.271  -5.105
O  0.983  -2.138  -5.317
H  0.305  -4.002  -4.744
H  1.569  -3.989  -6.001
H  1.926  -3.432  -2.998
H  3.041  -4.290  -4.087
C  1.906  5.212  5.085
C  3.418  5.304  5.164
O  3.646  5.262  6.582
C  2.589  4.660  7.172
O  2.544  4.334  8.315
O  1.587  4.486  6.282
H  1.540  4.675  4.216
H  1.427  6.191  5.142
H  3.908  4.445  4.705
H  3.831  6.222  4.757

The lowest unoccupied orbital energy comes out at 1.95 eV. Its energy is -3632.31615 Ha. The calculation puts the HOMO energy at -0.154 Ha. The charge is -1. The calculation puts the maximum force at 1.10 eV Å⁻¹.

---

2.
The following is a quantum chemistry calculation of one molecule with the formula C4H4N2O2 at a distorted geometry, from the Open Molecules 2025 dataset.

Element x y z (Å)
H  -2.233  -0.920  -0.246
N  -2.502  0.173  -0.100
C  -1.423  0.754  0.038
N  -0.032  0.346  0.341
C  0.263  -1.008  0.045
C  1.537  -1.119  -0.037
O  2.068  0.182  -0.066
C  1.081  1.116  0.056
O  1.096  2.312  -0.030
H  -1.592  1.869  -0.108
H  -0.568  -1.786  0.265
H  2.304  -1.919  -0.155

The lowest unoccupied orbital energy comes out at 0.69 eV. Its energy is -414.75950 Ha. The calculation puts the HOMO energy at -0.356 Ha. The calculation puts the maximum force at 5.76 eV Å⁻¹. Its SMILES is [H]/N=C\n1ccoc1=O.

---

3.
The following is a quantum chemistry calculation of C18H52N10O14PZn2 as an isolated structure at a distorted geometry, from the Open Molecules 2025 dataset.

Element x y z (Å)
Zn  -9.485  -22.067  -17.330
Zn  -7.248  -26.125  -19.305
P  -8.421  -24.152  -18.060
O  -7.786  -22.929  -17.320
O  -8.017  -25.613  -17.705
O  -7.927  -24.351  -19.490
O  -9.981  -23.772  -18.022
C  -6.087  -26.046  -14.735
O  -5.087  -25.892  -14.062
N  -5.993  -25.690  -15.930
N  -7.326  -26.353  -14.318
H  -6.822  -25.752  -16.504
H  -5.206  -25.127  -16.218
H  -7.486  -26.426  -13.324
H  -8.052  -26.350  -15.020
C  -4.646  -24.112  -18.602
O  -5.324  -25.026  -19.139
N  -3.303  -24.069  -18.747
N  -5.099  -23.125  -17.879
H  -2.914  -24.767  -19.364
H  -2.840  -23.191  -18.555
H  -4.379  -22.746  -17.281
H  -6.093  -23.053  -17.719
C  -8.868  -20.991  -19.981
O  -9.513  -21.038  -18.973
N  -7.979  -21.840  -20.414
N  -9.002  -20.019  -20.782
H  -7.853  -22.783  -20.077
H  -7.545  -21.680  -21.312
H  -9.680  -19.291  -20.606
H  -8.394  -19.823  -21.564
C  -10.599  -26.956  -15.438
O  -11.279  -27.790  -14.842
N  -10.902  -25.750  -15.549
N  -9.471  -27.187  -16.050
H  -11.687  -25.497  -14.966
H  -10.456  -25.074  -16.152
H  -9.078  -26.515  -16.694
H  -9.228  -28.167  -16.064
C  -7.814  -19.802  -15.762
O  -8.936  -20.176  -16.433
C  -10.149  -19.529  -15.831
C  -11.471  -20.068  -16.431
N  -11.418  -21.507  -16.888
C  -11.742  -22.466  -15.762
C  -10.655  -22.732  -14.704
O  -9.360  -23.078  -15.364
C  -8.351  -23.246  -14.347
H  -6.910  -20.403  -15.854
H  -7.974  -19.775  -14.684
H  -7.590  -18.762  -16.000
H  -10.006  -18.468  -16.034
H  -10.209  -19.687  -14.754
H  -11.611  -19.426  -17.300
H  -12.337  -19.884  -15.794
H  -12.283  -21.592  -17.403
H  -11.827  -23.332  -16.419
H  -12.696  -22.225  -15.293
H  -10.966  -23.488  -13.984
H  -10.618  -21.716  -14.311
H  -8.060  -22.258  -13.991
H  -7.473  -23.707  -14.799
H  -8.800  -23.953  -13.650
C  -6.226  -25.652  -22.277
O  -6.763  -26.541  -21.385
C  -7.633  -27.502  -21.966
C  -8.972  -27.418  -21.244
N  -8.727  -27.449  -19.853
C  -8.471  -28.726  -19.247
C  -7.068  -28.862  -18.575
O  -6.257  -27.757  -18.797
C  -4.795  -28.067  -18.537
H  -7.007  -24.983  -22.638
H  -5.679  -26.249  -23.007
H  -5.635  -24.980  -21.654
H  -7.315  -28.531  -21.794
H  -7.718  -27.525  -23.052
H  -9.707  -28.182  -21.498
H  -9.524  -26.511  -21.490
H  -9.615  -27.203  -19.439
H  -8.493  -29.455  -20.057
H  -9.316  -28.973  -18.603
H  -6.601  -29.774  -18.948
H  -7.016  -28.894  -17.487
H  -4.571  -28.580  -17.601
H  -4.318  -27.088  -18.564
H  -4.414  -28.590  -19.414
C  -11.660  -25.356  -20.366
C  -11.334  -24.067  -20.962
O  -11.492  -23.048  -19.970
O  -10.870  -25.847  -19.382
H  -11.829  -26.134  -21.110
H  -12.673  -25.337  -19.962
H  -12.053  -24.044  -21.781
H  -10.345  -24.229  -21.390
H  -10.755  -23.001  -19.356
H  -10.722  -25.046  -18.874

The lowest unoccupied orbital energy (alpha / beta) comes out at -0.16 / -0.09 eV. Its energy is -6218.04736 Ha. The calculation puts the HOMO energy (alpha / beta) at -0.064 / -0.330 Ha. As for the multiplicity: 2. The calculation puts the maximum force at 8.06 eV Å⁻¹.

---

4.
The following is a quantum chemistry calculation of C47H41Cl2N4OSb2Ti as an isolated structure at a distorted geometry, from the Open Molecules 2025 dataset.

Element x y z (Å)
Ti  -0.676  -1.058  -1.670
C  0.035  -1.527  -5.845
C  -0.262  -1.781  -4.406
N  -0.830  -0.797  -3.593
N  -1.772  0.082  -4.048
C  -2.499  0.483  -3.055
O  -2.292  0.021  -1.810
C  -3.568  1.478  -3.226
C  -3.751  2.121  -4.453
C  -4.755  3.059  -4.604
C  -5.594  3.370  -3.538
C  -5.418  2.730  -2.320
C  -4.411  1.790  -2.163
C  -0.120  -2.937  -3.696
C  0.540  -4.144  -4.160
C  0.466  -5.290  -3.453
C  -0.225  -5.311  -2.193
C  -0.718  -4.139  -1.719
N  -0.685  -2.954  -2.385
H  -0.451  -0.599  -6.150
H  1.105  -1.416  -6.052
H  -0.342  -2.325  -6.490
H  -3.093  1.875  -5.274
H  -4.885  3.555  -5.559
H  -6.376  4.109  -3.657
H  -6.058  2.969  -1.481
H  -4.267  1.294  -1.214
H  1.081  -4.096  -5.097
H  0.949  -6.191  -3.813
H  -0.289  -6.210  -1.599
H  -1.161  -4.082  -0.731
C  0.275  0.990  4.334
C  0.685  2.224  3.536
C  -0.361  2.766  2.570
Sb  -1.065  1.654  0.835
C  0.353  2.462  -0.555
C  0.046  2.469  -1.915
C  0.948  2.957  -2.850
C  2.183  3.435  -2.438
C  2.502  3.437  -1.089
C  1.590  2.962  -0.155
C  -2.549  3.178  0.527
C  -2.410  4.265  -0.326
C  -3.412  5.220  -0.430
C  -4.566  5.110  0.328
C  -4.717  4.033  1.189
C  -3.719  3.074  1.277
Sb  0.269  -0.950  3.332
C  2.292  -0.812  2.648
C  3.292  -1.665  3.099
C  4.568  -1.615  2.554
C  4.861  -0.712  1.545
C  3.868  0.138  1.080
C  2.596  0.076  1.624
C  0.703  -2.026  5.140
C  1.667  -1.634  6.067
C  1.887  -2.364  7.224
C  1.141  -3.508  7.476
C  0.180  -3.913  6.565
C  -0.033  -3.175  5.407
H  -0.734  1.122  4.734
H  0.940  0.867  5.191
H  1.634  2.038  3.025
H  0.898  3.027  4.255
H  -1.295  2.954  3.110
H  -0.050  3.728  2.156
H  -0.915  2.111  -2.269
H  0.681  2.944  -3.900
H  2.897  3.804  -3.164
H  3.464  3.808  -0.757
H  1.862  2.975  0.894
H  -1.516  4.374  -0.930
H  -3.289  6.051  -1.114
H  -5.349  5.853  0.242
H  -5.618  3.929  1.784
H  -3.867  2.227  1.941
H  3.082  -2.396  3.872
H  5.328  -2.302  2.907
H  5.849  -0.689  1.103
H  4.065  0.824  0.264
H  1.827  0.700  1.184
H  2.271  -0.752  5.879
H  2.646  -2.044  7.928
H  1.312  -4.082  8.378
H  -0.404  -4.806  6.749
H  -0.781  -3.513  4.698
Cl  2.158  -0.439  -2.327
C  2.506  -1.854  -1.362
C  3.669  -2.548  -1.597
C  3.943  -3.680  -0.835
C  3.034  -4.074  0.134
C  1.876  -3.350  0.338
Cl  0.784  -3.906  1.591
C  1.533  -2.193  -0.387
N  0.408  -1.455  -0.235
H  4.343  -2.210  -2.372
H  4.849  -4.247  -0.998
H  3.212  -4.950  0.743

The lowest unoccupied orbital energy comes out at 2.50 eV. Its energy is -4360.26242 Ha. The calculation puts the HOMO energy at -0.110 Ha. The charge is -1. The calculation puts the maximum force at 1.28 eV Å⁻¹.

---

5.
The following is a quantum chemistry calculation of a 2-piece molecular cluster, C2H2N2O2S overall at a distorted geometry, from the Open Molecules 2025 dataset.

Element x y z (Å)
C  -2.100  -0.160  0.328
C  2.154  0.053  0.404
N  -1.716  -1.174  -0.325
N  -1.423  -2.184  -0.690
O  -1.256  1.840  -1.118
O  1.441  0.007  1.314
S  -1.879  1.473  0.164
H  1.569  0.401  -0.603
H  3.211  -0.256  0.527

The lowest unoccupied orbital energy (alpha / beta) comes out at 0.40 / -3.14 eV. Its energy is -735.35962 Ha. The calculation puts the HOMO energy (alpha / beta) at -0.299 / -0.360 Ha. As for the multiplicity: 3. The calculation puts the maximum force at 4.57 eV Å⁻¹.

---

6.
The following is a quantum chemistry calculation of C29H25Cl2N4O3Re as an isolated structure at a distorted geometry, from the Open Molecules 2025 dataset.

Element x y z (Å)
Re  0.661  0.052  0.230
O  -1.529  -1.480  -0.219
C  -2.748  -0.950  -0.722
C  -2.667  -0.568  -2.203
C  -1.461  0.340  -2.489
C  -1.448  1.539  -1.593
C  -2.335  2.584  -1.827
C  -2.343  3.698  -1.008
C  -1.424  3.748  0.034
C  -0.568  2.686  0.214
N  -0.580  1.580  -0.561
H  -1.293  -2.243  -0.766
H  -2.968  -0.073  -0.106
H  -3.549  -1.685  -0.567
H  -3.601  -0.072  -2.468
H  -2.573  -1.462  -2.822
H  -1.496  0.667  -3.529
H  -0.538  -0.224  -2.327
H  -3.022  2.505  -2.655
H  -3.035  4.508  -1.176
H  -1.378  4.598  0.696
H  0.171  2.731  1.007
O  2.236  -0.304  1.829
C  1.327  -0.092  2.662
N  1.418  -0.024  3.985
C  0.081  0.079  4.558
C  -0.785  0.206  3.267
O  -1.971  0.396  3.216
N  0.068  0.128  2.208
C  -0.142  1.354  5.333
C  0.744  2.420  5.244
C  0.499  3.586  5.948
C  -0.640  3.701  6.727
C  -1.537  2.647  6.797
C  -1.297  1.478  6.099
C  -0.160  -1.185  5.360
C  -0.758  -2.302  4.792
C  -0.838  -3.486  5.507
C  -0.308  -3.570  6.782
C  0.296  -2.460  7.348
C  0.373  -1.272  6.643
H  2.236  -0.296  4.508
H  1.632  2.343  4.630
H  1.200  4.404  5.886
H  -0.836  4.614  7.268
H  -2.429  2.737  7.395
H  -2.004  0.665  6.141
H  -1.167  -2.251  3.793
H  -1.314  -4.347  5.065
H  -0.363  -4.496  7.334
H  0.712  -2.519  8.341
H  0.854  -0.413  7.087
Cl  1.194  -2.811  0.510
C  2.627  -2.598  -0.426
C  3.652  -3.507  -0.376
C  4.803  -3.274  -1.121
C  4.894  -2.154  -1.934
C  3.862  -1.238  -1.998
Cl  3.994  0.173  -2.963
C  2.689  -1.404  -1.212
N  1.686  -0.554  -1.148
H  3.560  -4.376  0.255
H  5.628  -3.964  -1.065
H  5.774  -1.993  -2.535

The lowest unoccupied orbital energy (alpha / beta) comes out at -4.23 / -3.79 eV. Its energy is -2563.29367 Ha. The calculation puts the HOMO energy (alpha / beta) at -0.403 / -0.390 Ha. The charge is +1. As for the multiplicity: 2. The calculation puts the maximum force at 5.14 eV Å⁻¹.